No. 1
Molecular formula: C22H23ClN2O4
Method: DFT, wB97M-V/def2-TZVPD

HOMO-LUMO gap: 8.4 eV
LUMO: 0.019 eV
HOMO: -8.392 eV
Relative energy (zero: lowest compared OMol25 entry of this formula, charge and spin): 1.6935 eV

ORCA input file:
```
! RIJCOSX wB97M-V def2-TZVPD def2/J DEFGRID3
* xyz 0 1
C 3.501 -3.038 -2.271
O 3.937 -1.703 -2.188
C 3.012 -0.719 -2.036
C 1.643 -0.926 -1.899
C 0.792 0.154 -1.735
C 1.285 1.452 -1.735
C 0.383 2.626 -1.681
O 0.511 3.596 -2.397
N -0.711 2.524 -0.853
C -0.849 1.746 0.285
C -2.049 1.459 0.831
C -3.361 1.763 0.287
C -3.614 1.893 -1.082
C -4.884 2.173 -1.547
C -5.927 2.332 -0.648
Cl -7.513 2.695 -1.227
C -5.708 2.189 0.715
C -4.439 1.898 1.169
C 0.426 1.450 1.027
O 1.368 2.217 1.001
N 0.425 0.306 1.740
C 1.477 -0.033 2.667
C 1.657 -1.550 2.715
C 2.068 -2.167 1.360
C 0.888 -3.071 0.993
C 0.261 -3.338 2.361
O 0.405 -2.128 3.071
C 2.655 1.657 -1.896
C 3.509 0.588 -2.024
H 2.826 -3.188 -3.120
H 3.004 -3.357 -1.349
H 4.401 -3.632 -2.419
H 1.228 -1.922 -1.927
H -0.270 -0.025 -1.641
H -1.394 3.265 -0.978
H -2.063 1.007 1.813
H -2.822 1.736 -1.797
H -5.068 2.266 -2.606
H -6.527 2.302 1.408
H -4.269 1.786 2.230
H -0.387 -0.291 1.776
H 2.393 0.462 2.339
H 1.221 0.324 3.672
H 2.399 -1.790 3.490
H 2.983 -2.747 1.473
H 2.236 -1.390 0.616
H 0.180 -2.536 0.358
H 1.189 -3.990 0.495
H -0.802 -3.579 2.325
H 0.796 -4.147 2.878
H 3.030 2.668 -1.906
H 4.572 0.730 -2.133
*
```

No. 2
Molecular formula: C24H34ClF12N3O10P
Method: DFT, wB97M-V/def2-TZVPD

HOMO-LUMO gap: 7.5 eV
LUMO: -5.209 eV
HOMO: -12.689 eV

ORCA input file:
```
! RIJCOSX wB97M-V def2-TZVPD def2/J DEFGRID3
* xyz 1 1
C -1.941 -2.156 5.007
C -2.979 -3.360 5.051
C -3.321 -3.986 3.657
Cl -3.947 -2.629 2.588
C -2.148 -4.673 2.920
C -0.739 -4.705 3.427
N 0.289 -5.259 2.786
N 0.023 -5.813 1.626
P 1.479 -6.491 0.780
N 1.834 -5.461 -0.365
C -1.163 -5.949 0.974
C -1.423 -6.655 -0.392
O -2.507 -7.573 -0.168
O -2.088 -8.481 0.802
C -2.353 -5.361 1.632
H -2.303 -1.229 5.505
H -1.024 -2.503 5.563
H -1.616 -2.006 3.948
H -3.943 -2.918 5.433
H -2.687 -4.120 5.826
H -4.186 -4.695 3.763
H -0.528 -4.230 4.415
H 2.576 -6.523 1.680
H 1.171 -7.786 0.267
H 1.799 -5.925 -1.281
H -1.763 -5.929 -1.176
H -0.582 -7.271 -0.785
H -2.863 -8.644 1.377
H -3.356 -5.443 1.157
C -4.796 0.234 0.808
C -3.907 0.689 -0.331
O -3.828 2.121 -0.374
C -2.932 2.677 0.448
O -2.221 2.066 1.194
C -2.910 4.195 0.266
F -4.141 4.721 0.180
F -2.261 4.548 -0.860
F -2.297 4.823 1.280
H -5.780 0.702 0.738
H -4.918 -0.850 0.791
H -4.375 0.521 1.774
H -4.335 0.372 -1.282
H -2.911 0.246 -0.263
C -0.222 4.105 3.110
C 1.045 4.777 3.597
O 1.785 3.897 4.462
C 2.581 3.012 3.855
O 2.710 2.909 2.669
C 3.336 2.180 4.893
F 2.541 1.782 5.904
F 4.344 2.878 5.444
F 3.872 1.072 4.365
H -0.817 3.752 3.956
H -0.816 4.792 2.526
H 0.007 3.233 2.495
H 0.793 5.656 4.190
H 1.665 5.116 2.765
C -0.678 4.683 -3.135
C 0.676 4.105 -3.489
O 0.689 3.633 -4.848
C 0.930 4.555 -5.789
O 1.129 5.714 -5.572
C 0.962 3.903 -7.172
F -0.038 3.021 -7.346
F 2.111 3.229 -7.372
F 0.857 4.796 -8.161
H -1.469 3.956 -3.330
H -0.709 4.966 -2.089
H -0.899 5.565 -3.739
H 0.883 3.240 -2.858
H 1.478 4.826 -3.321
C 4.660 2.014 -5.737
C 3.904 2.034 -4.425
O 3.822 0.713 -3.862
C 4.881 0.310 -3.150
O 5.865 0.964 -2.960
C 4.632 -1.086 -2.577
F 4.077 -1.917 -3.478
F 3.795 -1.044 -1.522
F 5.759 -1.671 -2.156
H 4.212 1.295 -6.426
H 4.651 3.001 -6.201
H 5.698 1.710 -5.588
H 2.878 2.361 -4.596
H 4.350 2.732 -3.714
*
```

No. 3
Molecular formula: H4N2
Method: DFT, wB97M-V/def2-TZVPD

HOMO-LUMO gap: 10.8 eV
LUMO: 1.233 eV
HOMO: -9.572 eV
Relative energy (zero: lowest compared OMol25 entry of this formula, charge and spin): 0.5821 eV

ORCA input file:
```
! RIJCOSX wB97M-V def2-TZVPD def2/J DEFGRID3
* xyz 0 1
N -0.724 -0.280 -0.010
N 0.699 -0.173 -0.216
H -0.882 0.431 0.609
H -1.184 -0.058 -0.836
H 1.231 -0.819 0.463
H 0.860 0.899 -0.010
*
```

No. 4
Molecular formula: C5H35N2O11
Method: DFT, wB97M-V/def2-TZVPD

HOMO-LUMO gap (alpha / beta): 8.8 / 4.6 eV
LUMO (alpha / beta): -7.331 / -11.513 eV
HOMO (alpha / beta): -16.127 / -16.072 eV
Relative energy (zero: lowest compared OMol25 entry of this formula, charge and spin): 0.0000 eV

ORCA input file:
```
! RIJCOSX wB97M-V def2-TZVPD def2/J DEFGRID3
* xyz 2 2
C 2.499 1.032 2.346
C 1.860 0.229 1.184
C 0.335 0.125 1.309
C -0.399 1.348 1.012
C -1.269 1.947 1.879
N -0.060 2.129 -0.170
N 2.500 -1.056 0.982
H 2.364 0.358 3.225
H 1.924 1.934 2.566
H 3.539 1.177 2.107
H 2.080 0.761 0.238
H 0.015 -0.689 0.589
H 0.079 -0.334 2.282
H -1.712 2.932 1.814
H -1.570 1.504 2.830
H 0.851 1.889 -0.610
H 0.010 3.158 0.044
H -0.771 2.036 -0.919
H 3.427 -1.209 1.362
H 2.036 -1.822 1.537
H -1.720 -3.146 0.411
H -2.409 -3.707 1.660
O -1.828 -3.000 1.358
H -2.383 -1.503 1.766
H -3.655 -0.708 1.821
O -2.714 -0.638 2.056
H 2.578 -1.563 -2.333
H 2.342 -1.227 -0.715
O 1.954 -1.353 -1.627
H 1.065 -4.346 -1.605
H 1.468 -2.964 -1.011
O 0.775 -3.662 -0.995
H 0.277 5.313 0.178
H -1.302 5.227 -0.264
O -0.476 4.762 -0.035
H -2.323 1.374 -3.162
H -1.410 0.675 -2.152
O -1.958 1.484 -2.275
H -0.240 -1.749 -2.081
H -1.776 -1.482 -2.330
O -0.909 -1.068 -2.249
H -3.433 -0.234 -0.842
H -4.620 -1.194 -0.607
O -3.654 -1.149 -0.630
H 2.156 2.557 -2.059
H 2.543 3.624 -0.969
O 2.443 2.685 -1.140
H 1.390 0.122 -2.345
H 0.275 0.627 -3.391
O 0.865 0.871 -2.676
H 0.859 -3.667 0.715
H -0.045 -3.194 1.959
O 0.853 -3.406 1.658
*
```

No. 5
Molecular formula: C6H14N4O2
Method: DFT, wB97M-V/def2-TZVPD

HOMO-LUMO gap: 9.5 eV
LUMO: 0.478 eV
HOMO: -9.050 eV
Relative energy (zero: lowest compared OMol25 entry of this formula, charge and spin): 0.2538 eV

ORCA input file:
```
! RIJCOSX wB97M-V def2-TZVPD def2/J DEFGRID3
* xyz 0 1
H 2.419 -0.322 1.960
N 3.357 -0.043 1.624
C 3.310 0.358 0.413
N 4.430 0.929 -0.170
N 2.242 0.266 -0.486
C 0.942 -0.172 0.003
C -0.033 -0.278 -1.173
C -1.391 -0.886 -0.782
C -2.140 -0.238 0.386
N -3.402 -0.939 0.700
C -2.448 1.244 0.167
O -1.622 2.038 -0.236
O -3.686 1.609 0.483
H 4.646 0.599 -1.081
H 5.212 0.875 0.412
H 2.209 1.078 -1.103
H 1.058 -1.136 0.486
H 0.533 0.530 0.754
H -0.180 0.699 -1.572
H 0.447 -0.893 -1.945
H -1.244 -1.933 -0.505
H -2.040 -0.880 -1.672
H -1.508 -0.244 1.294
H -3.733 -1.375 -0.147
H -3.253 -1.672 1.393
H -4.127 0.785 0.798
*
```

No. 6
Molecular formula: C34H41AsAuN6S3
Method: DFT, wB97M-V/def2-TZVPD

HOMO-LUMO gap (alpha / beta): 6.3 / 5.9 eV
LUMO (alpha / beta): -3.277 / -4.506 eV
HOMO (alpha / beta): -9.611 / -10.440 eV
Relative energy (zero: lowest compared OMol25 entry of this formula, charge and spin): 0.0715 eV

ORCA input file:
```
! RIJCOSX wB97M-V def2-TZVPD def2/J DEFGRID3
* xyz 1 3
Au -0.126 -0.989 -0.855
C 2.486 -5.031 -3.063
S 2.603 -3.470 -3.977
C 1.407 -2.559 -3.021
S 1.970 -1.972 -1.491
N 0.259 -2.380 -3.579
N -0.630 -1.687 -2.799
C -1.688 -1.210 -3.329
C -2.666 -0.555 -2.446
C -3.964 -0.316 -2.865
C -4.872 0.193 -1.947
C -4.452 0.435 -0.651
C -3.125 0.188 -0.321
N -2.254 -0.270 -1.199
H 3.216 -5.700 -3.513
H 1.492 -5.459 -3.165
H 2.738 -4.880 -2.017
H -1.882 -1.344 -4.388
H -4.257 -0.549 -3.878
H -5.895 0.381 -2.238
H -5.130 0.812 0.100
H -2.745 0.363 0.679
C -3.856 -6.663 1.337
N -3.435 -5.461 0.651
C -2.770 -4.444 1.209
N -2.459 -4.533 2.512
S -2.353 -3.082 0.315
H -4.399 -7.290 0.636
H -4.525 -6.431 2.169
H -3.000 -7.233 1.706
H -3.647 -5.345 -0.325
H -2.671 -5.341 3.071
H -1.946 -3.772 2.922
C -1.728 2.993 -4.436
C -1.187 2.758 -3.057
C 0.090 2.250 -2.862
C 0.607 2.020 -1.590
C 2.050 1.623 -1.486
C -0.211 2.245 -0.474
As 0.279 1.722 1.344
N 0.344 -0.140 1.084
C 0.385 -0.946 2.181
C 0.762 -2.296 2.001
C 0.964 -3.116 3.091
C 0.739 -2.641 4.380
C 0.311 -1.331 4.569
C 0.140 -0.488 3.492
C 2.117 2.389 1.520
C 2.172 3.784 1.458
C 0.951 4.654 1.327
C 3.411 4.416 1.481
C 4.591 3.703 1.578
C 5.923 4.388 1.594
C 4.507 2.318 1.678
C 3.296 1.641 1.658
C 3.329 0.145 1.798
C -1.466 2.854 -0.649
C -2.327 3.358 0.480
C -1.934 3.086 -1.937
H -1.054 2.608 -5.196
H -1.870 4.058 -4.618
H -2.698 2.512 -4.561
H 0.714 2.042 -3.721
H 2.387 1.174 -2.417
H 2.236 0.909 -0.689
H 2.663 2.505 -1.284
H 0.944 -2.662 1.001
H 1.302 -4.132 2.937
H 0.894 -3.289 5.231
H 0.114 -0.965 5.566
H -0.216 0.525 3.653
H 0.071 4.230 1.822
H 0.694 4.822 0.279
H 1.139 5.623 1.787
H 3.443 5.497 1.423
H 5.814 5.466 1.492
H 6.552 4.031 0.778
H 6.452 4.187 2.525
H 5.417 1.742 1.781
H 4.359 -0.198 1.861
H 2.863 -0.363 0.952
H 2.815 -0.186 2.702
H -2.152 2.850 1.428
H -3.380 3.259 0.226
H -2.135 4.421 0.643
H -2.910 3.539 -2.064
*
```

No. 7
Molecular formula: C10H21ClINO3PTi
Method: DFT, wB97M-V/def2-TZVPD

HOMO-LUMO gap (alpha / beta): 6.9 / 5.8 eV
LUMO (alpha / beta): -9.225 / -10.276 eV
HOMO (alpha / beta): -16.098 / -16.117 eV
Relative energy (zero: lowest compared OMol25 entry of this formula, charge and spin): 1.8868 eV

ORCA input file:
```
! RIJCOSX wB97M-V def2-TZVPD def2/J DEFGRID3
* xyz 2 2
C -1.939 1.296 -3.974
C -1.690 0.020 -3.226
H -2.435 1.011 -4.909
H -0.986 1.790 -4.221
H -2.595 2.001 -3.428
O -1.497 -1.081 -3.712
I -1.810 3.360 0.495
Ti -0.521 1.530 -0.808
P 1.031 -0.268 -1.988
C 0.787 -1.895 -1.217
C 1.401 -0.667 -3.746
H 2.671 1.366 -1.270
H 3.367 0.096 -2.299
H 3.011 -0.267 -0.585
C 2.676 0.290 -1.467
H 1.222 0.223 -4.361
H 2.460 -0.956 -3.818
H 1.247 -2.649 -1.870
H -0.286 -2.112 -1.120
H 0.767 -1.491 -4.095
H 1.258 -1.903 -0.229
C -1.843 0.064 -1.694
O -2.589 -0.542 -0.965
Cl 0.551 2.926 -2.214
C 1.717 0.737 4.194
N 1.621 0.765 2.735
C 2.836 0.464 1.982
C 0.456 0.878 2.102
C -0.813 0.881 2.871
O 0.461 0.963 0.812
H 2.745 0.501 4.471
H 1.044 -0.019 4.623
H 1.468 1.714 4.634
H 2.747 -0.501 1.462
H 3.073 1.253 1.259
H 3.646 0.392 2.708
H -1.414 1.771 2.626
H -1.400 -0.019 2.624
H -0.621 0.913 3.949
*
```

No. 8
Molecular formula: C2H10LiO13S2
Method: DFT, wB97M-V/def2-TZVPD

HOMO-LUMO gap (alpha / beta): 2.9 / 2.8 eV
LUMO (alpha / beta): 8.373 / 8.355 eV
HOMO (alpha / beta): 5.475 / 5.531 eV

ORCA input file:
```
! RIJCOSX wB97M-V def2-TZVPD def2/J DEFGRID3
* xyz -4 2
Li -0.159 -0.169 -0.447
S 2.601 -0.425 0.402
O 1.445 -1.156 -0.070
O 2.916 -0.622 1.807
O 3.697 -0.765 -0.452
O 2.261 0.971 0.217
S -1.052 1.874 -2.583
O 0.105 1.145 -2.021
O -1.769 2.362 -1.437
O -0.620 3.138 -3.181
O -1.839 0.945 -3.381
O 1.197 0.878 3.926
C -0.184 0.723 3.862
C -0.971 0.482 2.470
O -0.668 1.197 1.296
H -0.571 1.714 4.098
H -0.688 0.094 4.596
H -2.005 0.723 2.713
H -0.931 -0.584 2.247
O -1.791 -1.061 -1.135
H -2.266 -0.967 -1.961
H -2.112 -1.883 -0.765
O 0.945 -0.113 -3.997
H 0.856 0.610 -4.617
H 0.749 0.276 -3.145
O 0.526 -3.414 0.633
H -0.429 -3.441 0.587
H 0.756 -2.533 0.339
*
```

No. 9
Molecular formula: C4H11NO3
Method: DFT, wB97M-V/def2-TZVPD

HOMO-LUMO gap (alpha / beta): 8.2 / 8.2 eV
LUMO (alpha / beta): 0.283 / 0.284 eV
HOMO (alpha / beta): -7.878 / -7.879 eV
Relative energy (zero: lowest compared OMol25 entry of this formula, charge and spin): 7.7610 eV

ORCA input file:
```
! RIJCOSX wB97M-V def2-TZVPD def2/J DEFGRID3
* xyz 0 1
C -0.738 0.052 -0.001
C 1.195 0.201 0.491
C -1.433 0.058 1.352
C 2.363 0.070 -0.477
N -1.718 -1.033 -1.214
O 0.115 -0.966 -0.359
O -0.942 1.068 -0.858
O 1.087 1.517 0.933
H -1.633 0.258 -1.666
H 0.756 2.043 0.188
H 1.358 -0.385 1.402
H -2.220 -1.728 -0.677
H -1.292 -1.471 -2.020
H -2.510 0.049 1.187
H -1.155 -0.813 1.945
H -1.180 0.973 1.881
H 3.252 0.517 -0.035
H 2.592 -0.977 -0.659
H 2.103 0.567 -1.411
*
```

No. 10
Molecular formula: C7H10ClFO2
Method: DFT, wB97M-V/def2-TZVPD

HOMO-LUMO gap (alpha / beta): 7.0 / 7.6 eV
LUMO (alpha / beta): 0.773 / -2.440 eV
HOMO (alpha / beta): -6.242 / -10.048 eV

ORCA input file:
```
! RIJCOSX wB97M-V def2-TZVPD def2/J DEFGRID3
* xyz 0 3
C 0.475 -1.173 -1.204
C -0.975 -0.779 1.151
C -0.122 0.421 0.744
C -0.139 -2.033 0.958
C 0.398 0.214 -0.658
C 0.069 1.270 -1.667
C 2.522 0.457 -0.474
O 0.763 -1.382 -2.358
O 0.254 -2.215 -0.395
F 2.648 1.707 0.003
Cl 3.145 -0.721 0.622
H -1.274 -0.701 2.196
H -1.872 -0.828 0.532
H -0.699 1.345 0.787
H 0.703 0.517 1.453
H 0.760 -1.986 1.583
H -0.698 -2.936 1.213
H -1.014 1.414 -1.709
H 0.413 0.967 -2.654
H 0.521 2.222 -1.390
H 2.906 0.379 -1.487
*
```

Maximum force values, unit eV Å⁻¹, following the record order: 0.73 3.97 3.25 2.80 1.63 0.46 4.19 5.34 8.64 5.30.